{"formula": "C17H15ClO2Tm", "method": "ωB97M-V/def2-TZVPD", "spin_multiplicity": 3, "homo_ev": [-2.35, -2.35], "e_lumo_ev": [1.803, 1.805], "charge": -1, "largest_force_ha_per_bohr": 0.046, "species": ["C", "C", "C", "H", "C", "C", "H", "H", "H", "H", "Tm", "Cl", "C", "C", "C", "H", "C", "C", "H", "H", "H", "H", "O", "C", "O", "C", "C", "C", "C", "C", "C", "H", "H", "H", "H", "H"], "coordinates": [[0.44201, 2.34081, 0.50638], [-0.86521, 1.83278, 0.27943], [-0.94135, 1.38647, -1.08793], [-1.64283, 1.75482, 1.03265], [0.31540, 1.70342, -1.70930], [1.18963, 2.21229, -0.71427], [2.20821, 2.57157, -0.89695], [0.80293, 2.82695, 1.40666], [-1.81625, 0.99113, -1.60299], [0.52729, 1.68552, -2.77760], [0.60476, -0.14528, 0.07561], [-0.63800, -1.22948, 1.88400], [-4.01171, -2.95454, -0.28288], [-4.02827, -2.64989, -1.68044], [-4.75000, -1.42851, -1.85784], [-3.59060, -3.25208, -2.47090], [-5.18081, -0.97863, -0.57126], [-4.72546, -1.92163, 0.40242], [-4.90642, -1.87269, 1.47196], [-3.55482, -3.82469, 0.17690], [-4.95501, -0.93845, -2.80609], [-5.77267, -0.08900, -0.37126], [2.86327, -0.36799, 0.03627], [2.76467, -1.09496, -1.03864], [1.57297, -1.30304, -1.53344], [3.98181, -1.74086, -1.64224], [3.89057, -2.73880, -2.63329], [5.06231, -3.33485, -3.13035], [6.31703, -2.89917, -2.65900], [6.40899, -1.84859, -1.73589], [5.23529, -1.27452, -1.23942], [2.90852, -3.05459, -2.98726], [5.03236, -4.14106, -3.87680], [7.24484, -3.36702, -3.00859], [7.37255, -1.46302, -1.38965], [5.25923, -0.47865, -0.49874]]}


{"formula": "C2H5NO", "method": "ωB97M-V/def2-TZVPD", "smiles": "C=NCO", "homo_ev": -9.85, "e_lumo_ev": 1.074, "de_lowest_kcal_mol": 56.4, "charge": 0, "largest_force_ha_per_bohr": 0.094, "species": ["C", "N", "C", "O", "H", "H", "H", "H", "H"], "coordinates": [[1.49575, -0.27883, 0.08830], [0.31076, -0.63956, -0.10035], [-0.69557, 0.39130, -0.24524], [-1.90732, -0.22996, -0.05733], [2.27089, -1.19729, 0.08302], [1.87038, 0.69422, 0.04772], [-0.76892, 0.69301, -1.26230], [-0.57233, 1.01539, 0.61364], [-2.00363, -0.44829, 0.83253]]}


{"formula": "ClH2OP", "method": "ωB97M-V/def2-TZVPD", "spin_multiplicity": 3, "homo_ev": [-7.45, -11.78], "e_lumo_ev": [0.848, -4.191], "charge": 0, "largest_force_ha_per_bohr": 0.368, "species": ["O", "P", "Cl", "H", "H"], "coordinates": [[1.00022, -1.14004, -0.42184], [1.68726, -0.11359, -0.85561], [3.31856, 0.05004, 0.44554], [2.19253, 0.25596, 2.40771], [1.75904, -0.25657, 2.96615]]}


{"formula": "C12H5AuF3N2O2S3", "method": "ωB97M-V/def2-TZVPD", "homo_ev": [-5.86, -5.86], "e_lumo_ev": [0.034, 0.035], "charge": -1, "largest_force_ha_per_bohr": 0.045, "species": ["Au", "S", "C", "S", "C", "C", "N", "C", "N", "F", "C", "F", "F", "C", "O", "O", "S", "C", "C", "C", "C", "C", "C", "H", "H", "H", "H", "H"], "coordinates": [[-0.75537, -1.39488, 0.50533], [1.12517, -0.56477, -0.80173], [1.52571, -2.20193, -1.13772], [0.33795, -3.34765, -0.68755], [2.75180, -2.52962, -1.70371], [3.09552, -3.83101, -2.08985], [3.42101, -4.87992, -2.43114], [3.74116, -1.54555, -1.84767], [4.56929, -0.75174, -1.93014], [0.08414, -2.33039, 4.84863], [-0.23538, -1.83974, 3.64326], [0.17539, -0.55521, 3.63077], [0.55366, -2.47694, 2.74354], [-1.79428, -1.99340, 3.32690], [-2.52569, -1.94584, 4.28568], [-2.06783, -2.16407, 2.11452], [-1.72628, 0.81528, 1.17738], [-1.36363, 1.93866, -0.10425], [-1.46416, 1.58890, -1.45115], [-1.26198, 2.55158, -2.42028], [-0.95035, 3.85625, -2.06428], [-0.82250, 4.19616, -0.72384], [-1.03441, 3.24843, 0.25368], [-1.72306, 0.57168, -1.71046], [-1.35210, 2.28150, -3.46099], [-0.80435, 4.61078, -2.82528], [-0.55250, 5.20478, -0.44293], [-0.94692, 3.48868, 1.30327]]}


{"formula": "C37H49BiN5O3PTe", "method": "ωB97M-V/def2-TZVPD", "homo_ev": -6.83, "e_lumo_ev": 0.518, "de_lowest_kcal_mol": 20.5, "charge": 0, "largest_force_ha_per_bohr": 0.030, "species": ["Bi", "C", "C", "C", "C", "C", "C", "C", "C", "C", "H", "H", "H", "H", "H", "H", "H", "H", "H", "H", "H", "H", "C", "C", "C", "C", "C", "N", "C", "C", "C", "C", "C", "C", "C", "N", "C", "C", "C", "N", "C", "C", "N", "C", "C", "C", "N", "H", "H", "H", "H", "H", "H", "H", "H", "H", "H", "H", "H", "H", "H", "H", "H", "H", "H", "C", "C", "C", "C", "H", "H", "H", "H", "H", "H", "H", "H", "H", "C", "C", "O", "P", "O", "Te", "O", "C", "C", "H", "H", "H", "H", "H", "H", "H", "H", "H", "H"], "coordinates": [[-0.24583, 0.32693, -0.00306], [3.09427, -0.76397, 2.25274], [1.83027, -1.54687, 2.41614], [0.87007, -1.18347, 3.35164], [-0.23903, -1.98647, 3.58524], [-1.21273, -1.61947, 4.66544], [-0.39033, -3.15577, 2.85234], [0.53327, -3.51597, 1.87914], [0.36917, -4.79947, 1.11734], [1.63667, -2.70307, 1.67204], [2.89487, 0.29563, 2.09974], [3.66417, -1.14067, 1.40904], [3.70387, -0.84797, 3.15124], [0.99087, -0.27537, 3.92524], [-1.21423, -0.54417, 4.82224], [-0.92463, -2.09067, 5.60774], [-2.22313, -1.94827, 4.42744], [-1.23103, -3.80877, 3.04484], [0.43347, -5.64867, 1.80014], [1.15407, -4.90307, 0.37034], [-0.59943, -4.84447, 0.61794], [2.37217, -2.97707, 0.92924], [4.46597, -4.52477, -1.16796], [3.57877, -3.34147, -1.40036], [3.99187, -2.04417, -1.11746], [3.12637, -0.98137, -1.27286], [1.82397, -1.14517, -1.75386], [1.01527, -0.00577, -1.92486], [1.52577, 0.90473, -2.78866], [2.48647, 0.51293, -3.75636], [3.14537, 1.40093, -4.56596], [2.90747, 2.77123, -4.46296], [3.63497, 3.79293, -5.28216], [1.90407, 3.16593, -3.60616], [1.16597, 2.26823, -2.83256], [0.04967, 2.81183, -2.17916], [-0.59103, 3.92083, -2.59366], [-1.56853, 4.22003, -1.67076], [-1.48493, 3.21093, -0.72516], [-0.49653, 2.37703, -1.04286], [1.42957, -2.44687, -2.08776], [2.29317, -3.51737, -1.88076], [0.21097, -2.70577, -2.72316], [0.00657, -3.62337, -3.70086], [-1.29383, -3.48087, -4.11796], [-1.80293, -2.44587, -3.31916], [-0.88503, -1.99397, -2.48986], [5.51577, -4.24337, -1.16576], [4.24337, -4.96757, -0.19716], [4.30107, -5.28567, -1.92796], [4.99737, -1.86297, -0.76556], [3.46837, 0.02303, -1.06736], [2.69197, -0.54097, -3.86426], [3.85917, 1.03063, -5.28576], [4.64757, 3.47023, -5.50666], [3.10877, 3.95663, -6.22376], [3.67887, 4.74333, -4.75366], [1.68907, 4.22063, -3.52306], [-0.34723, 4.42633, -3.50226], [-2.23983, 5.05193, -1.68726], [-2.07333, 3.05963, 0.15414], [1.95617, -4.51367, -2.12136], [0.78327, -4.27407, -4.04706], [-1.79683, -4.03577, -4.88306], [-2.78953, -2.02747, -3.31446], [-4.56113, -1.02887, -0.87236], [-3.12243, -1.09697, -0.34386], [-3.14773, -1.16657, 1.18004], [-2.33773, 0.09053, -0.88946], [-5.18123, -1.81247, -0.44066], [-4.58313, -1.14437, -1.95376], [-5.01013, -0.06817, -0.62686], [-2.65513, -2.01637, -0.71006], [-3.57113, -0.25667, 1.59374], [-2.14343, -1.29197, 1.57704], [-3.75563, -2.00807, 1.51064], [-2.87953, 1.00843, -0.69326], [-2.20743, -0.02197, -1.95846], [-3.36543, 1.87523, 5.60124], [-2.92133, 1.62983, 4.17174], [-1.54183, 1.96613, 4.02184], [-1.17873, 2.35213, 2.47534], [-1.89183, 1.39673, 1.58364], [1.09037, 2.52483, 1.87174], [-1.98963, 3.75743, 2.30264], [-1.53683, 4.91603, 2.97764], [-0.82613, 5.85533, 2.01624], [-4.43473, 1.68693, 5.68194], [-3.16633, 2.90863, 5.88044], [-2.83553, 1.21623, 6.28544], [-3.51743, 2.23943, 3.48284], [-3.05873, 0.58193, 3.88864], [-0.87503, 4.62753, 3.80274], [-2.43133, 5.39253, 3.39494], [0.09867, 5.39903, 1.66954], [-0.59853, 6.79353, 2.51204], [-1.46403, 6.04363, 1.15854]]}


Repeat the fourth record exactly.
{"formula": "C12H5AuF3N2O2S3", "method": "ωB97M-V/def2-TZVPD", "homo_ev": [-5.86, -5.86], "e_lumo_ev": [0.034, 0.035], "charge": -1, "largest_force_ha_per_bohr": 0.045, "species": ["Au", "S", "C", "S", "C", "C", "N", "C", "N", "F", "C", "F", "F", "C", "O", "O", "S", "C", "C", "C", "C", "C", "C", "H", "H", "H", "H", "H"], "coordinates": [[-0.75537, -1.39488, 0.50533], [1.12517, -0.56477, -0.80173], [1.52571, -2.20193, -1.13772], [0.33795, -3.34765, -0.68755], [2.75180, -2.52962, -1.70371], [3.09552, -3.83101, -2.08985], [3.42101, -4.87992, -2.43114], [3.74116, -1.54555, -1.84767], [4.56929, -0.75174, -1.93014], [0.08414, -2.33039, 4.84863], [-0.23538, -1.83974, 3.64326], [0.17539, -0.55521, 3.63077], [0.55366, -2.47694, 2.74354], [-1.79428, -1.99340, 3.32690], [-2.52569, -1.94584, 4.28568], [-2.06783, -2.16407, 2.11452], [-1.72628, 0.81528, 1.17738], [-1.36363, 1.93866, -0.10425], [-1.46416, 1.58890, -1.45115], [-1.26198, 2.55158, -2.42028], [-0.95035, 3.85625, -2.06428], [-0.82250, 4.19616, -0.72384], [-1.03441, 3.24843, 0.25368], [-1.72306, 0.57168, -1.71046], [-1.35210, 2.28150, -3.46099], [-0.80435, 4.61078, -2.82528], [-0.55250, 5.20478, -0.44293], [-0.94692, 3.48868, 1.30327]]}


Repeat the first record exactly.
{"formula": "C17H15ClO2Tm", "method": "ωB97M-V/def2-TZVPD", "spin_multiplicity": 3, "homo_ev": [-2.35, -2.35], "e_lumo_ev": [1.803, 1.805], "charge": -1, "largest_force_ha_per_bohr": 0.046, "species": ["C", "C", "C", "H", "C", "C", "H", "H", "H", "H", "Tm", "Cl", "C", "C", "C", "H", "C", "C", "H", "H", "H", "H", "O", "C", "O", "C", "C", "C", "C", "C", "C", "H", "H", "H", "H", "H"], "coordinates": [[0.44201, 2.34081, 0.50638], [-0.86521, 1.83278, 0.27943], [-0.94135, 1.38647, -1.08793], [-1.64283, 1.75482, 1.03265], [0.31540, 1.70342, -1.70930], [1.18963, 2.21229, -0.71427], [2.20821, 2.57157, -0.89695], [0.80293, 2.82695, 1.40666], [-1.81625, 0.99113, -1.60299], [0.52729, 1.68552, -2.77760], [0.60476, -0.14528, 0.07561], [-0.63800, -1.22948, 1.88400], [-4.01171, -2.95454, -0.28288], [-4.02827, -2.64989, -1.68044], [-4.75000, -1.42851, -1.85784], [-3.59060, -3.25208, -2.47090], [-5.18081, -0.97863, -0.57126], [-4.72546, -1.92163, 0.40242], [-4.90642, -1.87269, 1.47196], [-3.55482, -3.82469, 0.17690], [-4.95501, -0.93845, -2.80609], [-5.77267, -0.08900, -0.37126], [2.86327, -0.36799, 0.03627], [2.76467, -1.09496, -1.03864], [1.57297, -1.30304, -1.53344], [3.98181, -1.74086, -1.64224], [3.89057, -2.73880, -2.63329], [5.06231, -3.33485, -3.13035], [6.31703, -2.89917, -2.65900], [6.40899, -1.84859, -1.73589], [5.23529, -1.27452, -1.23942], [2.90852, -3.05459, -2.98726], [5.03236, -4.14106, -3.87680], [7.24484, -3.36702, -3.00859], [7.37255, -1.46302, -1.38965], [5.25923, -0.47865, -0.49874]]}


Look up the charge of the fourth one. -1